Computed, not measured: a structure of composition C40H30CeN8O3S in a non-equilibrium geometry, with ωB97M-V with the def2-TZVPD basis set.

Structure (XYZ):
```
83
Properties=species:S:1:pos:R:3:forces:R:3
Ce 0.055 0.071 0.544 0.499 0.803 -0.799
C 3.810 -2.695 0.083 -0.141 0.140 -0.053
C 4.368 -2.437 -1.160 -0.147 0.035 0.161
C 3.868 -1.392 -1.923 -0.370 0.132 0.191
C 2.797 -0.653 -1.427 0.281 -0.269 -0.157
N 2.225 -0.950 -0.249 -0.039 0.114 -0.151
C 2.726 -1.927 0.492 0.240 -0.451 0.280
C 2.270 0.566 -2.080 0.026 0.272 -0.485
C 2.651 1.012 -3.346 -0.100 -0.157 0.328
C 2.180 2.236 -3.792 -0.097 0.055 0.115
C 1.415 3.022 -2.946 -0.006 -0.225 0.305
C 1.099 2.521 -1.682 0.104 0.195 -0.495
N 1.460 1.296 -1.306 -0.083 -0.164 0.207
C 0.465 3.328 -0.617 -0.065 0.435 -0.037
C 0.702 4.697 -0.522 -0.162 -0.335 -0.042
C 0.230 5.383 0.585 -0.048 -0.174 -0.015
C -0.468 4.682 1.553 -0.036 -0.028 -0.139
C -0.685 3.326 1.364 -0.174 0.182 0.124
N -0.235 2.653 0.307 0.439 0.083 0.032
H 4.195 -3.476 0.719 0.008 -0.082 0.076
H 5.188 -3.033 -1.530 0.084 -0.021 0.006
H 4.315 -1.160 -2.875 0.015 0.074 -0.081
H 2.223 -2.110 1.441 0.154 -0.064 -0.121
H 3.299 0.424 -3.975 0.058 -0.103 -0.037
H 2.435 2.593 -4.780 0.017 -0.017 -0.023
H 1.068 3.994 -3.256 -0.013 0.127 -0.002
H 1.274 5.207 -1.283 0.051 -0.013 -0.019
H 0.418 6.440 0.689 0.016 0.086 0.046
H -0.836 5.174 2.439 -0.064 0.005 0.119
H -1.238 2.747 2.094 0.026 0.062 0.058
C 3.745 2.395 1.334 0.358 -0.233 -0.448
O 3.044 3.314 2.143 -0.813 -0.078 0.655
C 2.196 2.836 3.128 0.110 -0.262 -0.808
C 2.140 3.581 4.289 -0.169 -0.101 0.063
C 1.271 3.246 5.323 0.027 0.013 -0.175
C 0.407 2.186 5.162 -0.093 -0.018 0.103
C 0.391 1.446 3.977 0.661 -0.150 -0.662
C -0.608 0.412 3.780 0.077 0.356 0.200
N -1.043 0.166 2.594 0.448 -0.448 0.460
N -2.014 -0.788 2.361 -0.389 0.114 -0.102
C -1.653 -1.771 1.577 -1.765 -0.347 0.866
O -0.446 -1.971 1.175 1.503 0.051 -0.266
C -2.718 -2.705 1.130 0.132 -0.198 -0.142
C -2.347 -3.841 0.416 0.254 0.166 0.042
C -3.304 -4.728 -0.038 -0.026 -0.114 -0.066
C -4.645 -4.489 0.218 0.057 -0.029 -0.027
C -5.021 -3.364 0.936 -0.093 0.033 0.013
C -4.066 -2.474 1.392 0.083 0.175 0.076
C 1.344 1.709 2.939 0.123 1.531 2.262
O 1.461 0.947 1.895 -0.649 -1.094 -1.313
H 3.093 1.885 0.616 0.199 0.158 0.138
H 4.262 1.645 1.939 -0.009 0.020 -0.007
H 4.483 2.993 0.795 -0.007 -0.103 0.073
H 2.792 4.436 4.367 0.138 0.049 0.034
H 1.277 3.823 6.234 -0.053 0.027 0.071
H -0.296 1.938 5.943 -0.083 -0.055 0.104
H -0.997 -0.122 4.650 -0.204 0.094 -0.214
H -1.295 -4.012 0.238 0.024 -0.113 -0.072
H -3.004 -5.615 -0.580 0.018 -0.028 -0.031
H -5.394 -5.184 -0.134 -0.054 -0.035 0.000
H -6.066 -3.192 1.149 -0.062 0.051 0.026
H -4.344 -1.600 1.960 -0.096 0.061 0.056
N -2.363 -1.501 -3.100 0.169 0.564 0.550
C -1.487 -2.557 -3.154 0.810 -0.281 0.342
C -1.480 -3.731 -3.892 -0.011 0.038 -0.088
C -0.467 -4.629 -3.628 -0.145 0.015 -0.089
C 0.494 -4.380 -2.643 0.149 0.002 0.102
C 0.495 -3.215 -1.908 -0.162 0.076 -0.094
C -0.502 -2.280 -2.181 -0.119 -0.693 -0.619
N -0.791 -1.080 -1.572 -0.453 0.456 0.152
C -1.923 -0.672 -2.112 -0.121 -0.360 -0.432
C -2.711 0.396 -1.542 -0.982 0.530 -0.367
C -3.865 0.949 -2.036 0.431 -0.016 0.391
S -4.590 1.961 -0.866 0.576 -0.314 0.178
C -3.299 1.589 0.207 -0.659 0.358 -0.127
N -2.397 0.797 -0.270 0.483 -0.379 -0.029
H -3.219 -1.408 -3.618 -0.066 -0.007 0.045
H -2.238 -3.935 -4.630 -0.098 -0.069 -0.129
H -0.426 -5.558 -4.177 -0.023 -0.051 -0.040
H 1.240 -5.134 -2.448 0.081 -0.048 0.031
H 1.194 -3.047 -1.108 0.139 -0.077 -0.001
H -4.309 0.821 -3.002 -0.133 -0.082 -0.257
H -3.279 1.971 1.211 0.014 0.144 0.181
```
Forces are in eV/Å.

Energy above the lowest of the compared OMol25 structures with the same formula, charge and spin (kJ/mol): 53.1
HOMO level (eV): -12.8
Total charge: +2
2S+1: 1


Computed, not measured: a structure of composition C40H30Cl3N2O2P2TeV, with ωB97M-V with the def2-TZVPD basis set.

Structure (XYZ):
```
81
Properties=species:S:1:pos:R:3:forces:R:3
V 0.475 0.530 2.115 -0.190 -0.112 -0.549
Te 2.869 -0.391 -1.361 -0.224 -0.155 -0.209
C 2.462 -1.729 -2.972 0.015 0.025 0.051
C 3.241 -2.858 -3.195 0.023 0.009 0.021
C 2.904 -3.723 -4.228 -0.019 0.037 0.011
N 1.858 -3.549 -5.032 -0.004 -0.037 -0.032
C 1.113 -2.465 -4.813 0.038 0.010 0.042
C 1.372 -1.538 -3.816 -0.036 0.021 -0.015
C 0.966 -0.417 -0.529 0.487 0.096 0.099
P 0.050 1.067 -0.235 -0.184 0.054 0.196
C 0.884 2.442 -1.097 0.072 0.053 0.015
C 1.719 3.285 -0.367 0.009 -0.015 -0.052
C 2.413 4.307 -1.000 0.003 -0.006 0.005
C 2.276 4.498 -2.367 0.000 0.004 0.009
C 1.440 3.666 -3.100 -0.020 -0.024 -0.018
C 0.747 2.645 -2.468 -0.007 0.043 0.008
C -1.534 1.037 -1.157 0.055 0.026 -0.092
C -2.495 2.002 -0.867 -0.054 -0.002 -0.058
C -3.698 2.025 -1.558 0.029 0.049 0.058
C -3.952 1.083 -2.546 0.001 -0.040 -0.036
C -2.996 0.121 -2.845 -0.013 0.017 0.007
C -1.793 0.102 -2.153 -0.025 -0.014 0.077
P 0.563 -1.516 0.805 -0.426 0.156 0.128
C 1.838 -2.815 0.895 0.086 0.044 0.071
C 1.713 -4.078 0.326 0.024 0.014 0.043
C 2.759 -4.990 0.410 -0.021 -0.016 -0.019
C 3.934 -4.649 1.062 0.007 -0.005 0.004
C 4.066 -3.391 1.635 0.004 0.025 0.011
C 3.025 -2.482 1.551 -0.012 -0.056 -0.041
C -0.945 -2.444 0.346 0.023 -0.146 -0.022
C -1.145 -2.917 -0.949 -0.025 -0.021 -0.013
C -2.314 -3.583 -1.284 0.033 0.016 0.001
C -3.301 -3.777 -0.325 -0.007 -0.005 0.004
C -3.110 -3.311 0.968 -0.010 0.002 0.015
C -1.936 -2.648 1.301 0.020 0.005 -0.059
H 4.087 -3.083 -2.558 -0.001 0.002 0.002
H 3.502 -4.612 -4.407 0.001 -0.006 -0.005
H 0.264 -2.327 -5.477 -0.007 0.002 -0.003
H 0.729 -0.675 -3.696 0.014 -0.003 -0.008
H 1.842 3.120 0.695 -0.002 0.007 0.002
H 3.064 4.951 -0.423 0.001 0.000 -0.004
H 2.816 5.295 -2.862 0.004 0.001 0.003
H 1.331 3.810 -4.168 -0.002 0.001 0.000
H 0.092 2.003 -3.045 -0.002 -0.001 0.000
H -2.301 2.738 -0.097 0.006 0.015 0.017
H -4.439 2.780 -1.323 0.003 -0.001 -0.002
H -4.894 1.098 -3.082 0.001 -0.002 0.002
H -3.190 -0.617 -3.614 0.004 -0.003 0.004
H -1.040 -0.645 -2.367 -0.006 -0.016 -0.002
H 0.801 -4.357 -0.184 0.019 -0.014 0.008
H 2.652 -5.969 -0.041 -0.001 0.000 0.001
H 4.747 -5.362 1.125 -0.002 -0.002 -0.002
H 4.982 -3.111 2.139 -0.001 0.002 -0.001
H 3.139 -1.492 1.976 0.008 -0.013 -0.003
H -0.377 -2.746 -1.696 -0.009 0.008 -0.011
H -2.461 -3.942 -2.295 0.003 -0.001 -0.001
H -4.220 -4.286 -0.589 -0.002 0.002 0.005
H -3.880 -3.453 1.716 -0.003 -0.005 -0.006
H -1.791 -2.270 2.307 0.001 0.002 0.000
Cl 4.094 0.588 5.420 -0.002 -0.008 -0.013
C 2.848 0.964 4.248 0.073 -0.133 -0.035
Cl 2.052 2.487 4.655 -0.059 0.160 0.099
Cl 1.619 -0.346 4.234 0.069 -0.121 0.239
C 3.381 1.064 2.764 0.077 0.012 0.156
O 4.574 1.058 2.580 -0.001 0.041 -0.032
O 2.423 1.140 1.932 0.155 0.111 -0.107
C -1.286 0.884 3.341 0.029 -0.258 0.066
C -2.086 2.089 3.138 0.008 0.149 -0.016
C -1.676 3.333 3.660 -0.023 -0.076 -0.018
C -2.407 4.483 3.461 -0.046 0.030 -0.025
C -3.595 4.445 2.724 0.142 -0.186 0.044
C -4.022 3.224 2.198 -0.017 0.028 -0.008
C -3.282 2.078 2.402 0.035 -0.004 -0.020
C -4.364 5.630 2.522 -0.107 0.156 -0.025
N -4.989 6.585 2.362 0.009 -0.011 0.001
H -1.863 -0.015 3.088 -0.026 0.019 0.038
H -0.950 0.798 4.378 0.009 0.060 0.000
H -0.755 3.375 4.230 -0.009 0.013 0.002
H -2.068 5.426 3.871 0.006 -0.003 0.002
H -4.943 3.185 1.628 0.004 -0.007 -0.001
H -3.624 1.140 1.979 -0.005 0.001 -0.003
```
Forces are in eV/Å.

Energy above the lowest of the compared OMol25 structures with the same formula, charge and spin (kJ/mol): 0.0
HOMO level (alpha / beta) (eV): -4.6 / -4.2
⟨S²⟩: 1.2164
Total charge: -1
2S+1: 2